Computed, not measured: a molecular structure, C20H46AlP4S, with the ωB97M-V functional and the def2-TZVPD basis.

```
! wB97M-V def2-TZVPD RIJCOSX def2/J DEFGRID3
* xyz 3 1
Al 0.09 0.15 0.43
P 1.99 1.16 1.83
P -1.74 1.78 1.18
P 0.78 1.44 -1.50
H -0.80 -2.58 1.25
C -0.23 -2.22 0.38
C 1.16 -2.23 0.41
H 1.70 -2.42 1.34
C 2.59 0.72 3.50
C 1.89 2.98 2.05
C 3.60 1.01 0.96
C -3.29 1.21 0.38
C -2.37 2.25 2.85
C -1.58 3.48 0.50
C 2.14 0.59 -2.37
C 1.46 3.14 -1.43
C -0.62 1.60 -2.67
H -0.77 -2.35 -0.57
H 1.75 -2.09 -0.50
H 2.80 -0.35 3.58
H 1.88 1.00 4.29
H 3.53 1.27 3.67
H 0.99 3.24 2.63
H 1.86 3.51 1.10
H 2.78 3.30 2.61
H 3.76 -0.03 0.65
H 4.39 1.29 1.67
H 3.67 1.66 0.08
H -4.09 1.95 0.52
H -3.60 0.26 0.81
H -3.12 1.06 -0.70
H -3.11 3.05 2.75
H -1.55 2.62 3.47
H -2.84 1.40 3.37
H -2.41 4.10 0.88
H -1.62 3.48 -0.60
H -0.64 3.93 0.82
H 2.15 0.93 -3.42
H 2.01 -0.50 -2.35
H 3.10 0.83 -1.90
H 1.64 3.48 -2.47
H 2.42 3.17 -0.90
H 0.76 3.84 -0.96
H -0.23 1.58 -3.70
H -1.17 2.54 -2.50
H -1.34 0.77 -2.57
C -0.54 -2.66 -4.65
C -1.67 -2.58 -5.50
C -1.79 -3.46 -6.58
C -0.82 -4.46 -6.80
C 0.23 -4.62 -5.88
C 0.34 -3.75 -4.79
S -0.11 -1.38 -3.52
H -0.70 -1.51 -2.24
H -2.41 -1.80 -5.29
H -2.62 -3.36 -7.28
H -0.88 -5.08 -7.70
H 0.97 -5.40 -6.03
H 1.14 -3.89 -4.04
C -2.26 -1.60 3.25
P -0.58 -0.83 3.17
C -0.62 0.05 4.78
C 0.42 -2.31 3.68
H -3.03 -0.87 2.97
H -2.43 -1.93 4.29
H -2.33 -2.47 2.58
H 0.02 -0.46 5.52
H -1.66 0.07 5.16
H -0.28 1.09 4.67
H 0.16 -2.56 4.71
H 0.19 -3.15 3.03
H 1.49 -2.09 3.62
*
```

For the HOMO energy, the calculation gives -0.57351 Ha. The maximum force is 0.0595 hartree/bohr. The orbital gap is 4.769 eV. The electronic energy is -76048.113 eV. The calculation puts the LUMO energy at -10.84 eV.